Entry 1:
ORCA calculation (ωB97M-V with the def2-TZVPD basis set) on C17H26AsBr2LaN5S as an isolated structure.

## Properties
DFT total energy (eV): -238096.5358
E_HOMO (Ha): -0.640
LUMO energy (eV): -9.641
F_max (eV/Å): 1.44
Orbital gap (eV): 7.779
ΔE to the lowest compared entry with this formula, charge and spin (kcal/mol): 0.0

```
! RIJCOSX wB97M-V def2-TZVPD def2/J DEFGRID3
* xyz 3 1
La 0.230 1.515 -0.990
N 2.887 1.960 -0.808
N 3.408 3.181 -0.352
C 2.625 4.259 -0.166
N 3.241 5.367 0.225
S 0.924 4.235 -0.371
H 3.301 1.232 -0.241
H 3.267 1.783 -1.742
H 4.402 3.227 -0.162
H 4.222 5.481 0.405
H 2.727 6.240 0.300
Br -6.725 1.755 0.336
C -4.915 1.638 0.039
C -4.426 1.588 -1.260
C -3.082 1.445 -1.420
N -2.199 1.359 -0.414
C -2.666 1.437 0.858
C -4.024 1.551 1.103
C -1.644 1.354 1.918
C -1.938 1.571 3.264
C -0.922 1.395 4.216
Br -1.203 1.757 6.003
C 0.355 1.028 3.765
C 0.580 0.931 2.409
N -0.373 1.099 1.484
H -5.079 1.659 -2.126
H -2.691 1.335 -2.420
H -4.394 1.491 2.113
H -2.911 1.858 3.560
H 1.131 0.855 4.479
H 1.565 0.701 2.020
C -1.345 -2.185 -2.760
C 0.113 -2.580 -2.549
As 1.016 -1.747 -1.009
C 0.065 -2.490 0.571
C -0.340 -3.927 0.465
C 2.825 -2.588 -1.075
C 2.783 -3.995 -1.655
H -1.670 -2.544 -3.745
H -1.455 -1.106 -2.801
H -2.059 -2.523 -2.021
H 0.698 -2.339 -3.425
H 0.214 -3.660 -2.457
H -0.764 -1.800 0.757
H 0.739 -2.308 1.402
H -0.879 -4.105 -0.458
H -1.015 -4.227 1.285
H 0.494 -4.594 0.489
H 3.197 -2.583 -0.053
H 3.406 -1.903 -1.700
H 2.034 -4.565 -1.089
H 3.748 -4.498 -1.501
H 2.523 -4.016 -2.698
*
```

---

Entry 2:
ORCA calculation (ωB97M-V with the def2-TZVPD basis set) on C17H26AsF6GaNO10S3Si as an isolated structure.

## Properties
DFT total energy (eV): -209923.7426
E_HOMO (Ha): -0.234
LUMO energy (eV): 2.566
F_max (eV/Å): 0.65
Orbital gap (eV): 8.925

```
! RIJCOSX wB97M-V def2-TZVPD def2/J DEFGRID3
* xyz -1 1
Ga 0.257 -0.437 -0.377
F -5.078 -2.399 -1.438
C -4.962 -1.465 -0.501
F -5.403 -0.308 -1.000
F -5.733 -1.801 0.527
S -3.212 -1.233 0.026
O -2.467 -0.865 -1.149
O -3.270 -0.269 1.087
N -2.941 -2.716 0.542
S -1.489 -3.241 0.767
O -0.467 -2.190 0.731
O -1.422 -4.166 1.851
C -1.127 -4.291 -0.738
F 0.181 -4.354 -0.954
F -1.564 -5.535 -0.518
F -1.744 -3.829 -1.816
O 2.733 1.671 -1.956
As 3.308 -0.028 -1.760
O 2.137 -0.667 -0.660
O 3.203 0.411 1.550
C 2.679 -0.595 -3.570
C 3.743 -0.702 -4.460
C 3.547 -0.975 -5.809
C 2.264 -1.144 -6.296
C 1.182 -1.044 -5.432
C 1.399 -0.781 -4.089
S -0.039 -0.678 -3.064
O -1.181 -0.759 -3.917
O 0.085 0.576 -2.256
O 0.076 -1.728 -2.020
H 1.801 1.663 -2.219
H 4.755 -0.567 -4.091
H 4.397 -1.050 -6.475
H 2.099 -1.354 -7.345
H 0.169 -1.170 -5.784
C 2.276 1.492 1.477
Si 0.435 1.026 1.592
C -0.501 2.698 1.322
C 0.346 3.871 1.841
C -0.706 2.911 -0.182
C -1.873 2.776 1.996
C 0.162 0.197 3.295
C 1.122 -0.991 3.453
C -1.256 -0.317 3.551
C 0.509 1.224 4.386
H 2.509 2.155 2.315
H 2.440 2.082 0.565
H 2.943 -0.193 0.832
H 1.300 3.953 1.321
H 0.552 3.800 2.909
H -0.197 4.808 1.675
H 0.244 2.939 -0.722
H -1.207 3.871 -0.349
H -1.326 2.136 -0.632
H -1.800 2.779 3.084
H -2.525 1.960 1.703
H -2.358 3.713 1.701
H 0.901 -1.788 2.740
H 0.993 -1.406 4.459
H 2.163 -0.702 3.325
H -1.571 -1.042 2.803
H -2.003 0.475 3.569
H -1.273 -0.817 4.526
H 1.545 1.559 4.328
H 0.377 0.751 5.366
H -0.136 2.101 4.363
*
```

---

Entry 3:
ORCA calculation (ωB97M-V with the def2-TZVPD basis set) on C17H26AsN2OPt as an isolated structure.

## Properties
DFT total energy (eV): -87155.9500
E_HOMO (spin up / spin down) (Ha): -0.348 / -0.423
LUMO energy (spin up / spin down) (eV): -3.639 / -4.007
F_max (eV/Å): 3.18
Orbital gap (spin up / spin down) (eV): 5.841 / 7.515
Expectation value of S²: 2.009

```
! RIJCOSX wB97M-V def2-TZVPD def2/J DEFGRID3
* xyz 1 3
Pt -0.427 -0.369 -0.742
N -0.908 0.272 -2.655
C -1.333 1.670 -2.500
C -1.634 2.424 -3.637
C -2.031 3.775 -3.468
C -2.207 4.280 -2.205
C -1.916 3.531 -1.012
C -1.961 4.080 0.291
C -1.707 3.213 1.362
C -1.334 1.873 1.172
N -1.175 1.372 -0.065
C -1.516 2.173 -1.153
H -0.001 0.264 -3.156
H -1.535 -0.388 -3.126
H -1.652 1.939 -4.622
H -2.258 4.441 -4.303
H -2.623 5.277 -2.084
H -2.211 5.136 0.426
H -1.880 3.549 2.369
H -1.179 1.176 1.996
C -0.125 -2.165 3.072
C 0.786 -2.617 1.934
As 1.240 -1.259 0.595
C 2.196 0.319 1.274
C 3.197 -0.002 2.359
C 2.553 -2.097 -0.627
C 3.727 -2.744 0.089
H -0.224 -3.016 3.784
H -1.125 -1.864 2.715
H 0.243 -1.252 3.595
H 0.353 -3.500 1.433
H 1.770 -2.955 2.318
H 1.456 1.031 1.642
H 2.658 0.824 0.428
H 2.810 -0.713 3.092
H 3.526 0.880 2.934
H 4.127 -0.441 1.992
H 2.879 -1.316 -1.316
H 1.975 -2.855 -1.201
H 4.390 -2.067 0.669
H 4.421 -3.210 -0.648
H 3.385 -3.556 0.765
C -2.475 -2.714 -0.227
C -2.090 -1.862 -1.374
O -2.589 -1.868 -2.506
H -3.071 -3.597 -0.459
H -2.986 -2.081 0.530
H -1.522 -2.992 0.252
*
```